1.
Formula: H27O14
Source: the OMol25 dataset
Level of theory: ωB97M-V/def2-TZVPD

Each line ends with the Mulliken charge.
Element x y z (Å)
O 4.1515 -0.6247 1.7578  -0.6438
H -0.3921 -1.1886 0.7230  0.2735
O -0.6841 -0.7308 -1.7561  -0.5828
H -2.1591 -0.2466 1.8601  0.2663
H -2.6192 3.7343 2.0713  0.3177
O 0.0942 -3.3961 -1.6449  -0.5960
H -2.5843 2.2923 2.4395  0.3901
H 1.6668 -4.4064 0.1739  0.3189
O 2.0993 -4.4912 0.9882  -0.6545
H -3.5407 1.7317 0.0105  0.2163
H 1.5253 -4.2664 1.7786  0.3137
O -3.2894 2.3421 0.6677  -0.8364
H 4.0348 -0.6581 0.8461  0.2646
H -0.0043 -0.2587 -1.2667  0.1834
O -2.6147 -0.2838 2.6640  -0.6487
H 2.3983 -2.7256 -2.4354  0.3052
H 0.4090 1.2594 2.9204  0.3713
O 2.1229 -1.7451 -2.3926  -0.6274
H -0.4674 0.5604 0.4491  0.3509
H -3.6215 -0.2420 2.4463  0.3175
O -2.1701 3.1313 2.6765  -0.7464
H 0.2238 -2.4279 -1.6634  0.4937
H -0.7634 1.4133 -2.6114  0.2735
O -1.0102 1.8067 -0.1962  -0.8400
H -0.2213 2.2436 -0.1599  0.1876
H -0.5476 -3.5417 -2.2852  0.2227
O 1.7599 -0.4515 2.6347  -0.8517
H 1.2041 -0.8174 1.8232  0.4405
H 1.9989 0.3886 2.3829  0.3556
O 0.3120 2.2282 3.0187  -0.6506
H 2.4274 -1.2103 -1.7276  0.3009
H 3.3790 -0.9465 2.1594  0.3966
O -0.0309 -0.4189 0.5772  -0.6436
H 1.6906 0.6082 -4.0434  0.3455
H -0.5258 2.3737 2.7562  0.3749
O -1.5786 1.2250 -3.2040  -0.7184
H -2.2625 2.3078 0.2793  0.4472
H -1.9564 2.2418 -3.6954  0.3174
O 1.8128 1.5654 -4.4674  -0.6585
H -1.2552 -0.3549 -2.2770  0.3324
H 0.9883 1.9796 -4.2782  0.3207

Its relative energy (zero: lowest compared OMol25 entry of this formula, charge and spin) is 5.834 eV. The value obtained for the HOMO energy is -6.71 eV. As for the net charge: -1. Its lowest unoccupied orbital energy is 2.3 eV.

---

2.
Formula: H28O14
Source: the OMol25 dataset
Level of theory: ωB97M-V/def2-TZVPD

Each line ends with the Mulliken charge.
Element x y z (Å)
O -3.7648 -1.0570 0.9020  -0.6306
H -3.1145 -1.5986 0.3573  0.3045
H -4.5959 -1.2545 0.5316  0.2878
O 2.2360 -0.7904 1.0378  -0.8986
H 1.7347 0.1336 0.9805  0.6194
H 2.6327 -0.8046 2.0413  0.3586
O 4.2064 0.5194 0.2494  -0.7326
H 3.2284 0.2078 0.6147  0.4054
H 4.7047 -0.3104 0.2579  0.2771
O -2.8673 1.0612 2.4020  -0.6219
H -3.2745 0.5423 1.7928  0.3100
H -3.1000 0.7209 3.3706  0.3284
O -1.8996 0.9351 -1.5131  -0.5249
H -2.7347 0.9932 -1.9704  0.2886
H -1.6100 0.3673 -2.1323  0.2463
O 1.2648 2.3513 -1.0412  -0.8406
H 1.0567 1.7385 -0.3141  0.5169
H 1.3271 1.7229 -1.7973  0.2273
O 1.1877 1.2588 0.6173  -0.2671
H 1.7845 1.8299 0.9773  0.5474
H 0.6221 1.2714 1.2665  -0.0459
O 1.0770 -1.1758 -1.7761  -0.7697
H 1.5865 -0.5081 -2.1996  0.2474
H 1.7640 -1.7431 -1.5702  0.3010
O -0.4403 -3.3061 0.9002  -0.6950
H -0.2505 -3.4899 -0.0441  0.3049
H -0.6069 -2.2577 0.8651  0.3837
O -1.1675 3.3426 -0.9844  -0.6845
H -1.4372 2.3841 -1.1193  0.4217
H -0.5225 3.3671 -1.7252  0.2729
O 2.4587 -2.5886 -0.7114  -0.7893
H 2.0588 -1.7725 -0.1218  0.4837
H 3.2178 -2.0808 -1.1257  0.3282
O -0.4801 -0.6135 0.6651  -0.6214
H -1.1386 -0.1110 0.1064  0.2529
H 0.4538 -0.5495 0.3588  0.3690
O -0.6518 1.8004 2.9782  -0.7839
H -0.1026 0.9500 3.1958  0.2853
H -1.4985 1.6741 2.6572  0.4752
O -1.4238 -1.1322 -2.7722  -0.7285
H -0.5410 -1.2017 -2.4814  0.4546
H -1.3798 -0.8255 -3.7261  0.3363

Its relative energy (zero: lowest compared OMol25 entry of this formula, charge and spin) is 9.739 eV. The value obtained for the HOMO energy is -9.34 eV. As for the net charge: 0. Its lowest unoccupied orbital energy is -0.4 eV.

---

3.
Formula: H28O14
Source: the OMol25 dataset
Level of theory: ωB97M-V/def2-TZVPD

Each line ends with the Mulliken charge.
Element x y z (Å)
O 0.0439 -3.7355 1.1617  -0.7364
H -0.7661 -3.3845 1.5837  0.3447
H 0.1519 -3.9435 0.2157  0.3247
O -0.2031 2.3575 1.8207  -0.5911
H 0.2249 1.6565 1.3757  0.1735
H -0.0421 2.2005 2.7487  0.3297
O -3.1371 1.9765 0.2757  -0.6665
H -2.4551 1.6975 -0.4053  0.3050
H -2.7421 2.7605 0.6427  0.3256
O -0.0641 0.0805 0.3047  -0.1741
H 0.3679 -0.9275 0.2127  0.8495
H -0.2801 0.4205 -0.5673  -0.5150
O 2.2109 -2.4605 -1.9213  -0.6984
H 3.0659 -2.0535 -1.5733  0.3175
H 1.5039 -1.8355 -1.4513  0.4123
O -0.3941 -1.4315 -2.1693  -0.4483
H -0.6041 -2.3045 -1.9033  0.2197
H -0.2401 -1.2795 -3.1853  0.3039
O 0.8819 3.6935 -1.3193  -0.6735
H 1.7729 3.8385 -1.0063  0.2891
H 0.5359 2.7825 -1.5253  0.3833
O -0.8821 -0.4705 2.2247  -0.5329
H -1.2061 0.1315 2.8707  0.2791
H -0.1171 0.0745 1.9407  -0.0126
O -3.0511 -1.9535 0.9337  -0.6564
H -3.9451 -1.6355 0.8927  0.2887
H -2.4521 -1.2555 1.1547  0.3590
O -1.9571 1.4465 -2.2043  -0.7670
H -2.1541 0.4665 -2.4633  0.3464
H -2.2981 2.0015 -2.8293  0.2921
O 0.1659 1.0185 -2.4333  -0.5449
H 0.5829 0.7345 -3.1063  0.2279
H -0.6401 1.3065 -2.8343  0.3079
O 2.2069 1.2995 3.1717  -0.6853
H 2.0339 0.8635 2.2607  0.4508
H 3.1399 1.8285 3.3787  0.2901
O 0.9019 -1.6235 0.5037  -0.2959
H 0.2549 -2.2305 0.4467  0.0837
H 1.4549 -2.2385 0.9267  0.3882
O 2.7329 0.3195 0.4987  -0.7849
H 3.5629 -0.1695 0.9157  0.2857
H 1.8339 -0.0215 0.4367  0.6050

Its relative energy (zero: lowest compared OMol25 entry of this formula, charge and spin) is 10.925 eV. The value obtained for the HOMO energy is -9.40 eV. As for the net charge: 0. Its lowest unoccupied orbital energy is -0.4 eV.

---

4.
Formula: H28O14
Source: the OMol25 dataset
Level of theory: ωB97M-V/def2-TZVPD

Each line ends with the Mulliken charge.
Element x y z (Å)
O 0.5581 0.8389 -3.7505  -0.6991
H 1.3160 0.5772 -3.2872  0.3027
H -0.0137 0.1677 -4.1996  0.3621
O 4.6935 -0.7340 0.6579  -0.5767
H 4.1097 -1.0458 0.0732  0.2841
H 4.2608 -0.8484 1.4233  0.2990
O -1.2678 -1.4907 -3.7701  -0.6657
H -1.5347 -1.1439 -2.8914  0.3719
H -2.0717 -1.5543 -4.3116  0.3192
O 0.7444 1.2013 -1.0458  -0.6821
H 0.2161 1.2778 -1.8516  0.3619
H 0.2312 1.1430 -0.2862  0.3244
O 1.6374 -4.9007 -1.4887  -0.6329
H 1.4695 -4.4950 -2.3140  0.3086
H 1.2987 -4.3528 -0.7281  0.3223
O 1.6328 -1.2885 0.1690  -0.5334
H 1.5297 -0.4464 -0.4169  0.4619
H 1.1155 -1.1660 0.9507  0.1094
O -2.4918 2.5313 3.2891  -0.6335
H -2.8825 3.1303 2.6420  0.3093
H -1.5792 2.8600 3.3387  0.3157
O 1.8278 -0.0330 3.0469  -0.6188
H 1.2280 0.1457 2.3380  0.3365
H 2.5954 0.6325 3.1153  0.2859
O -3.5398 -2.6545 0.8333  -0.6322
H -4.0060 -2.2515 1.5488  0.3145
H -3.4023 -3.6118 0.7205  0.3226
O 1.2697 3.9725 1.7096  -0.5569
H 1.9540 3.9018 1.1373  0.2832
H 1.4301 4.6773 2.3192  0.2823
O -0.6674 3.2926 -2.3893  -0.5870
H -0.6108 3.6499 -3.2533  0.2910
H -0.0154 3.8746 -1.8181  0.3200
O -0.9305 0.0871 0.9363  -0.3962
H -1.1993 -0.6635 1.4709  0.2064
H -1.7053 0.4631 0.5339  0.1850
O -2.4284 0.6097 -2.5915  -0.6578
H -1.6723 1.0356 -2.9118  0.3007
H -2.5284 0.9726 -1.7344  0.2899
O -0.7446 -1.9339 4.4084  -0.6118
H -0.4005 -1.5609 3.6455  0.2968
H -1.4792 -1.3523 4.6286  0.3169

Its relative energy (zero: lowest compared OMol25 entry of this formula, charge and spin) is 3.751 eV. The value obtained for the HOMO energy is -10.96 eV. As for the net charge: 0. Its lowest unoccupied orbital energy is -0.3 eV.

---

5.
Formula: H28O18S
Source: the OMol25 dataset
Level of theory: ωB97M-V/def2-TZVPD

Each line ends with the Mulliken charge.
Element x y z (Å)
S -16.6252 -1.4340 18.1442  -0.3081
O -15.9965 -1.7908 16.8397  -0.3656
O -18.0314 -1.8991 18.1755  -0.2434
O -15.8574 -2.0425 19.2418  -0.3177
O -16.5990 0.0489 18.2621  -0.4125
O -13.2180 -2.2020 16.7394  -0.6916
H -14.1826 -2.2171 16.8653  0.3835
H -13.0270 -1.2797 16.5479  0.3225
O -16.9894 0.5853 20.8593  -0.7518
H -16.8183 0.4750 19.8981  0.4321
H -16.9830 -0.3385 21.1747  0.4200
O -17.1688 -2.0461 21.6891  -0.7217
H -16.7046 -2.2907 20.8651  0.2688
H -17.8373 -2.7308 21.7874  0.3054
O -18.3953 -4.1939 19.7719  -0.7147
H -18.3029 -3.2960 19.4105  0.1644
H -18.1191 -4.7673 19.0431  0.4059
O -16.0158 0.0681 14.9493  -0.7001
H -16.0312 -0.6853 15.5863  0.3995
H -16.8969 0.4468 14.9944  0.2683
O -14.3115 -4.2454 19.0516  -0.7407
H -14.8667 -3.4428 19.1182  0.3158
H -13.4955 -3.9251 18.6519  0.3439
O -16.3727 -3.8510 15.2564  -0.7584
H -16.4922 -3.4780 14.3778  0.2836
H -16.2543 -3.0613 15.8408  0.4119
O -14.2333 1.4835 18.4645  -0.6985
H -14.4746 2.3166 18.8773  0.2987
H -15.0763 0.9852 18.4213  0.4245
O -17.6107 2.2610 16.9710  -0.7083
H -17.2586 1.4282 17.3497  0.3220
H -18.3821 1.9880 16.4682  0.3223
O -19.9004 -1.2238 19.9083  -0.6780
H -19.7824 -0.2698 19.9147  0.3129
H -19.3614 -1.5257 19.1451  0.3569
O -21.0018 -3.9870 17.6478  -0.6960
H -20.4073 -3.5995 16.9850  0.3936
H -20.5826 -3.7937 18.4947  0.3372
O -13.1950 -0.9043 19.8919  -0.7302
H -13.2182 -0.0191 19.5053  0.3894
H -14.0735 -1.2533 19.6829  0.3327
O -19.1773 -2.5598 15.8482  -0.7981
H -18.7376 -2.2987 16.6917  0.4297
H -18.4548 -2.8837 15.3010  0.3481
O -16.5972 -5.4689 17.5342  -0.7210
H -16.7474 -4.7879 16.8562  0.3616
H -15.9343 -5.0846 18.1291  0.4011

Its relative energy (zero: lowest compared OMol25 entry of this formula, charge and spin) is 0.000 eV. The value obtained for the HOMO energy is -4.68 eV. As for the net charge: -2. Its lowest unoccupied orbital energy is 4.9 eV.

---

6.
Formula: H29O14
Source: the OMol25 dataset
Level of theory: ωB97M-V/def2-TZVPD

Each line ends with the Mulliken charge.
Element x y z (Å)
O -2.8703 2.0354 -2.0392  -0.5575
H -1.1508 0.7840 2.1182  -0.0301
O 0.5898 -0.5876 -0.3693  -0.4811
H 1.8710 1.7457 -2.5499  0.3075
H 1.4021 -0.0656 -0.0904  0.2211
O -2.7704 3.2953 1.2261  -0.6421
H 2.6613 -1.6663 -4.4230  0.3288
H -3.2819 2.4866 1.4861  0.3068
O 1.1363 2.3019 -2.8214  -0.6236
H -2.4446 0.0326 2.3479  0.3411
H 1.3843 3.0695 -3.4228  0.2938
O 3.6861 1.0719 2.4253  -0.6836
H 3.8130 0.1211 2.1328  0.4058
H 4.4741 1.0875 3.0294  0.3516
O -1.6088 1.1353 -0.0914  -0.8721
H -0.5944 0.4831 -3.6842  0.3040
H 1.9895 -0.5888 -3.4645  0.2828
O 2.6103 -3.2753 -1.7939  -0.5953
H 3.5382 -3.2981 -1.4109  0.3223
H 1.1261 -1.4710 -0.4462  0.2542
O -0.7172 1.5828 2.2518  -0.7045
H -0.0831 1.4490 3.0273  0.2995
H -0.7869 -0.1376 -2.2799  0.2419
O -3.0631 0.4478 1.8536  -0.4642
H -3.6615 2.3038 -1.4000  0.4505
H -2.2282 1.4591 -1.1796  0.5828
O 3.3734 -1.5974 1.4857  -1.0251
H -0.8062 -3.7719 1.4038  0.2935
H -2.0269 3.2179 1.8782  0.3033
O 2.0555 -0.9857 -4.2634  -0.6664
H -0.9767 1.8640 0.0376  0.3916
H -3.3696 1.3938 -2.6752  0.3983
O -1.3186 -0.9588 3.2198  -0.7542
H -3.7089 0.9232 2.4269  0.3979
H -1.7486 -0.8926 4.0456  0.2886
O -1.0168 -2.8563 1.5079  -0.6771
H -1.5780 -1.5995 2.6344  0.3198
H -1.0357 -2.6722 0.4852  0.2587
O -1.2259 0.0345 -3.1178  -0.5069
H 3.9532 -1.5961 0.6125  0.3832
H -1.6315 0.3619 0.5771  0.3015
H 3.0705 -2.5120 1.5090  0.3705
H 2.9697 -4.1546 -2.1992  0.2822

Its relative energy (zero: lowest compared OMol25 entry of this formula, charge and spin) is 2.421 eV. The value obtained for the HOMO energy (alpha / beta) is -2.63 / -10.62 eV. Its spin multiplicity is 2. As for the net charge: 0. Its lowest unoccupied orbital energy (alpha / beta) is -0.3 / -0.3 eV.

---

The lowest net charge belongs to which entry?
H28O18S